No. 1
Computed, not measured: C37H33AsF6HgN6O13 as an isolated structure, with ωB97M-V with the def2-TZVPD basis set.

CARTESIAN COORDINATES (ANGSTROEM)
Hg (16.89052, 2.93080, -11.67555)
As (14.98723, 3.06570, -8.14787)
F (14.34832, 3.09883, -6.52198)
F (15.71298, 4.62511, -7.82054)
F (15.69681, 3.18702, -9.80174)
F (14.24521, 1.53354, -8.54132)
F (13.53895, 3.86334, -8.75887)
F (16.38030, 2.15678, -7.59533)
C (18.33942, 5.14860, -13.52169)
O (17.84479, 3.84477, -13.48929)
H (17.95122, 5.72646, -14.37697)
H (18.14991, 5.69047, -12.59014)
H (19.41136, 5.11578, -13.77463)
C (14.78679, -3.00582, -7.82805)
C (14.18361, -2.07565, -8.67705)
C (15.00960, -1.16185, -9.34001)
C (16.37832, -1.26334, -9.22124)
C (16.97131, -2.17742, -8.37615)
C (16.16222, -3.04292, -7.64876)
N (17.22049, -0.24793, -9.85687)
O (16.64414, 0.63442, -10.47625)
O (18.42319, -0.32808, -9.77712)
H (14.16789, -3.70021, -7.27324)
H (13.11709, -1.91599, -8.72067)
H (14.48731, -0.48281, -9.99504)
H (18.03587, -2.19442, -8.19239)
H (16.57896, -3.83773, -7.04689)
C (20.67875, -0.43273, -15.47172)
C (20.46869, 0.93023, -15.31330)
C (20.42067, 1.47800, -14.04178)
C (20.39597, 0.66046, -12.92395)
C (20.51128, -0.71948, -13.07654)
C (20.61761, -1.26897, -14.34482)
N (20.23070, 1.24993, -11.59883)
O (19.31244, 2.01395, -11.46373)
O (21.04938, 0.93405, -10.77167)
H (20.67706, -0.83593, -16.47586)
H (20.29694, 1.58291, -16.15843)
H (20.32996, 2.55552, -13.98120)
H (20.56015, -1.37104, -12.21458)
H (20.78571, -2.33094, -14.45349)
C (15.46206, -0.38903, -17.46940)
C (15.12319, -1.41871, -16.60422)
C (15.66118, -1.46334, -15.34626)
C (16.57977, -0.49774, -14.94660)
C (17.03488, 0.47945, -15.82909)
C (16.42345, 0.55004, -17.07116)
N (17.00121, -0.41305, -13.54572)
O (17.03653, -1.42740, -12.88537)
O (17.35302, 0.67689, -13.13310)
H (14.99443, -0.23808, -18.43215)
H (14.27554, -2.02890, -16.88996)
H (15.38960, -2.20717, -14.60820)
H (17.72933, 1.25090, -15.52346)
H (16.70094, 1.32321, -17.77492)
C (13.56564, 3.24886, -17.57119)
C (14.67641, 3.62070, -16.81857)
C (14.89526, 3.09097, -15.54877)
C (13.98373, 2.14237, -15.05478)
C (12.89283, 1.79818, -15.81048)
C (12.66482, 2.30926, -17.07663)
N (14.20508, 1.65907, -13.68007)
O (14.99029, 2.24815, -12.96835)
O (13.68643, 0.59950, -13.38924)
H (13.55202, 3.66264, -18.57193)
H (15.42237, 4.27327, -17.25194)
H (15.75664, 3.42813, -14.97871)
H (12.16026, 1.07053, -15.47996)
H (11.79564, 2.08206, -17.67573)
C (19.90613, 8.36666, -7.91852)
C (19.17604, 8.21708, -9.09910)
C (18.66224, 6.95640, -9.46930)
C (19.00647, 5.85168, -8.73999)
C (19.74630, 5.96650, -7.56622)
C (20.20151, 7.22975, -7.18018)
N (18.65615, 4.50935, -9.22227)
O (18.06241, 4.42766, -10.28102)
O (19.00542, 3.57190, -8.56527)
H (20.26668, 9.33874, -7.61400)
H (18.94969, 8.96654, -9.84397)
H (18.15904, 6.88287, -10.42224)
H (20.07278, 5.12153, -6.98045)
H (20.79229, 7.26726, -6.27567)
C (12.31694, 7.89416, -14.53394)
C (13.09538, 6.85071, -15.01779)
C (13.90959, 6.19695, -14.10979)
C (14.06399, 6.68566, -12.82685)
C (13.35388, 7.78608, -12.39113)
C (12.46299, 8.40488, -13.26179)
N (14.88226, 5.96267, -11.84638)
O (15.08739, 6.46193, -10.77087)
O (15.36946, 4.89411, -12.19444)
H (11.68130, 8.35620, -15.28236)
H (13.09979, 6.47829, -16.03158)
H (14.52602, 5.35995, -14.41042)
H (13.39257, 8.19853, -11.39296)
H (11.94069, 9.29663, -12.94842)

Atoms 1-3, force components in eV/Å:
1.4 0.3 -1.2
-0.9 0.4 1.2
0.1 -0.3 -0.7

The total charge is 0. The relative energy (zero: lowest compared OMol25 entry of this formula, charge and spin) is 0.00 kcal per mole. For the electronic energy, the calculation gives -5724.2647 Eh. The calculation puts the HOMO-LUMO gap at 7.276 eV. The value obtained for the max |F| is 2.25 eV Å⁻¹.

No. 2
Computed, not measured: an isolated ion of composition C4H8N3O4 and charge -1, with ωB97M-V with the def2-TZVPD basis set.

CARTESIAN COORDINATES (ANGSTROEM)
C (-0.92790, 1.12673, 1.42168)
C (0.97519, 0.98932, -0.45319)
C (-0.01991, -1.10499, 0.31911)
C (-0.34097, 0.31896, 0.08759)
N (1.15058, -1.29366, 1.14397)
N (-0.92645, -2.15256, 1.21321)
N (-1.21741, 0.50977, -1.00876)
O (-0.86905, 0.45276, 2.44365)
O (-0.25953, -3.22843, 1.51523)
O (-1.38042, 2.22768, 1.13593)
O (1.40612, -2.56624, 1.42002)
H (1.77794, 0.32436, -0.16868)
H (0.96538, 1.17025, -1.54647)
H (1.00930, 2.15535, -0.11597)
H (0.08132, -1.60211, -0.70985)
H (-1.08050, -1.50487, 2.04369)
H (-2.12741, 0.30117, -0.67889)
H (-1.33208, 1.48126, -1.15605)
H (1.21171, -0.69303, 1.96892)

Atoms 1-3, force components in eV/Å:
0.9 -1.2 -2.7
-0.5 2.8 0.7
0.8 -3.7 -0.5

The total charge is -1. The relative energy (zero: lowest compared OMol25 entry of this formula, charge and spin) is 51.82 kcal per mole. For the electronic energy, the calculation gives -622.3217 Eh. The calculation puts the HOMO-LUMO gap at 8.410 eV. The value obtained for the max |F| is 3.88 eV Å⁻¹.

No. 3
Computed, not measured: C32H52BiGeN14O5 as an isolated structure, with ωB97M-V with the def2-TZVPD basis set.

CARTESIAN COORDINATES (ANGSTROEM)
Bi (0.89064, -0.46970, -0.68476)
C (4.38892, 0.78059, 0.51245)
C (3.53488, 0.44354, 1.74225)
C (3.07948, 1.74664, 2.39936)
C (4.40030, -0.33865, 2.74231)
O (2.41735, -0.35119, 1.36741)
Ge (1.06935, -1.19190, 2.63846)
O (0.17371, -2.12543, 1.18425)
C (-0.85902, -3.09560, 1.33528)
C (-0.27840, -4.34370, 2.00707)
C (-1.40072, -3.46350, -0.04851)
C (-2.01030, -2.56165, 2.19145)
O (-0.17472, 0.16432, 2.78934)
C (-0.71292, 0.84679, 3.90784)
C (-2.23539, 0.65066, 3.91698)
C (-0.12467, 0.33012, 5.22476)
C (-0.43619, 2.34851, 3.79085)
H (5.10590, 1.55954, 0.76677)
H (3.75221, 1.15228, -0.28490)
H (4.94611, -0.08324, 0.14633)
H (3.93557, 2.32461, 2.74437)
H (2.43118, 1.51033, 3.24206)
H (2.51163, 2.33887, 1.68883)
H (5.30870, 0.21835, 2.96954)
H (4.67460, -1.31194, 2.33263)
H (3.84012, -0.49966, 3.66404)
H (0.57609, -4.70787, 1.44397)
H (-1.03162, -5.12835, 2.06595)
H (0.05176, -4.08402, 3.01425)
H (-0.60372, -3.83545, -0.68228)
H (-1.84786, -2.59183, -0.52783)
H (-2.16190, -4.23651, 0.04662)
H (-1.63084, -2.33894, 3.18984)
H (-2.80321, -3.30541, 2.26657)
H (-2.41054, -1.64738, 1.75872)
H (-2.49239, -0.39211, 4.09888)
H (-2.64116, 0.94235, 2.94915)
H (-2.68757, 1.26723, 4.69390)
H (-0.29632, -0.74421, 5.31256)
H (-0.59340, 0.83900, 6.06559)
H (0.95168, 0.50841, 5.25581)
H (-0.78312, 2.71007, 2.82925)
H (0.63118, 2.55060, 3.84977)
H (-0.94224, 2.89253, 4.58807)
N (2.89147, -2.00048, -0.75797)
C (2.59380, -3.35958, -0.58821)
C (3.16168, -4.08720, 0.45275)
C (2.88921, -5.43416, 0.60972)
C (2.04111, -6.07245, -0.28241)
C (1.46271, -5.34844, -1.31090)
C (1.72758, -3.99043, -1.48662)
C (1.09148, -3.25328, -2.60598)
C (0.95677, -3.94406, -3.81758)
C (0.28563, -3.40039, -4.89542)
C (-0.25829, -2.13284, -4.79227)
C (-0.08569, -1.40552, -3.62187)
C (0.58469, -1.95308, -2.54465)
H (3.48525, -1.62548, -0.03202)
H (3.16986, -1.70397, -1.70453)
H (3.82573, -3.58371, 1.14454)
H (3.34018, -5.99022, 1.42005)
H (1.81486, -7.12404, -0.17396)
H (0.77940, -5.84608, -1.98544)
H (1.40668, -4.92305, -3.90577)
H (0.19411, -3.95616, -5.81871)
H (-0.79456, -1.69633, -5.62337)
H (-0.47249, -0.40094, -3.55721)
N (1.96378, 2.81356, -2.29757)
C (1.21918, 2.94710, -1.16607)
N (0.62829, 4.06516, -0.77563)
N (0.01708, 3.74311, 0.37837)
N (0.24091, 2.52009, 0.66674)
N (1.01273, 1.97602, -0.26879)
C (2.51314, 1.64060, -2.72619)
N (3.33964, 1.57182, -3.75912)
N (3.70651, 0.29418, -3.82683)
N (3.14812, -0.38707, -2.90595)
N (2.35924, 0.43128, -2.16067)
H (2.07601, 3.61225, -2.89772)
N (-2.18072, 0.43351, 0.32624)
C (-2.49382, 1.59607, -0.47188)
C (-3.98936, 1.47220, -0.86551)
C (-4.68985, 2.63252, -1.60396)
C (-4.66637, 3.99718, -0.87969)
N (-3.52764, 4.84108, -1.19954)
C (-3.37173, 5.38546, -2.40115)
N (-4.39594, 5.36531, -3.28080)
N (-2.29768, 6.11176, -2.68215)
C (-1.58053, 1.75536, -1.73185)
O (-1.72736, 2.74898, -2.44511)
O (-0.75398, 0.80782, -1.98696)
H (-1.92295, -0.35319, -0.25643)
H (-1.45302, 0.60746, 1.01621)
H (-2.35753, 2.47926, 0.15043)
H (-4.52360, 1.29284, 0.07060)
H (-4.08192, 0.58022, -1.49124)
H (-5.73191, 2.33461, -1.74629)
H (-4.21299, 2.75600, -2.57520)
H (-4.67082, 3.83778, 0.19854)
H (-5.56860, 4.56239, -1.13036)
H (-2.68662, 4.79779, -0.62753)
H (-5.11726, 4.67394, -3.17739)
H (-4.20934, 5.67762, -4.21692)
H (-1.37526, 5.81767, -2.27773)
H (-2.24216, 6.51506, -3.60233)

Atoms 1-3, force components in eV/Å:
-0.1 0.3 -0.6
-0.3 -0.2 0.1
0.7 0.6 0.5

The total charge is 0. The relative energy (zero: lowest compared OMol25 entry of this formula, charge and spin) is 59.14 kcal per mole. For the electronic energy, the calculation gives -4684.8903 Eh. Its expectation value of S² is 0.77. Its spin multiplicity is 2. The calculation puts the HOMO-LUMO gap (spin up / spin down) at 7.630 / 4.398 eV. The value obtained for the max |F| is 1.97 eV Å⁻¹.

No. 4
Computed, not measured: one molecule with the formula C3H5N3, with ωB97M-V with the def2-TZVPD basis set.

CARTESIAN COORDINATES (ANGSTROEM)
C (-1.71603, 0.29674, 0.28523)
N (-0.32789, 0.40250, -0.12776)
C (0.70615, 0.66735, 0.66275)
C (1.93907, 0.10955, 0.23780)
N (1.75970, -0.94990, -0.58614)
N (1.10681, -1.73143, -1.09839)
H (-2.24713, -0.24752, -0.50217)
H (-1.78320, -0.29581, 1.20013)
H (-2.19043, 1.26891, 0.43557)
H (-0.18441, 0.17996, -1.11091)
H (2.93738, 0.29966, 0.60389)

Atoms 1-3, force components in eV/Å:
-0.2 0.1 0.1
0.2 0.0 0.2
-0.2 -0.2 -0.3

The total charge is 0. The relative energy (zero: lowest compared OMol25 entry of this formula, charge and spin) is 92.60 kcal per mole. For the electronic energy, the calculation gives -281.4425 Eh. The calculation puts the HOMO-LUMO gap at 8.100 eV. The value obtained for the max |F| is 1.57 eV Å⁻¹.

> Which of these has the lowest max |F|?

C3H5N3